106
Properties=species:S:1:pos:R:3 method="wB97M-V/def2-TZVPD" de_lowest_kj_mol=216.54 homo_ev=-15.9 total_charge=+3 total_energy_ha=-3740.67816 lumo_energy_ev=-8.78
Ta 0.43040 -0.07780 -0.27850
O 0.12830 -0.71430 1.56760
P 0.68760 -1.58800 2.71780
C 2.49960 -1.91740 2.48850
P 3.21120 -1.58080 0.80800
O 2.30280 -0.54920 0.14590
C 4.85990 -0.86930 0.97900
C 5.65880 -0.98560 2.11050
C 6.93110 -0.43740 2.10060
C 7.41120 0.20500 0.96990
C 6.62290 0.28830 -0.16940
C 5.34930 -0.25040 -0.17090
C 3.35320 -3.05490 -0.22080
C 4.01920 -4.17020 0.28500
C 4.23000 -5.26860 -0.52730
C 3.80340 -5.24310 -1.84710
C 3.16100 -4.12510 -2.35450
C 2.94000 -3.02130 -1.54790
C -0.28210 -3.10920 2.81580
C 0.13160 -4.19410 3.58670
C -0.68560 -5.30580 3.69930
C -1.90480 -5.34160 3.04160
C -2.31380 -4.26430 2.27090
C -1.51390 -3.14070 2.16770
C 0.58200 -0.59920 4.22150
C -0.04370 -1.06840 5.37190
C -0.02500 -0.29480 6.52270
C 0.62010 0.93260 6.52740
C 1.23820 1.40240 5.37480
C 1.21610 0.64370 4.21850
H 2.71110 -2.93990 2.80510
H 3.01640 -1.23230 3.17000
H 5.29960 -1.49480 2.99340
H 7.54680 -0.51720 2.98080
H 8.39760 0.64300 0.97370
H 7.00230 0.76870 -1.05750
H 4.71680 -0.19180 -1.04960
H 4.36630 -4.16800 1.30730
H 4.74290 -6.13800 -0.14620
H 3.99710 -6.08820 -2.48820
H 2.84310 -4.09660 -3.38590
H 2.46120 -2.14330 -1.96060
H 1.07310 -4.17150 4.11700
H -0.37300 -6.14570 4.29930
H -2.54530 -6.20100 3.14490
H -3.26010 -4.29450 1.75550
H -1.82280 -2.28750 1.57960
H -0.54180 -2.02700 5.35690
H -0.50850 -0.65320 7.41910
H 0.63390 1.53210 7.42590
H 1.74230 2.35590 5.38470
H 1.67430 1.00670 3.30690
C 1.70560 5.10050 -6.60170
C 1.37910 3.94750 -5.72570
C 1.82590 2.66300 -6.04770
C 1.60080 1.59970 -5.19670
C 0.89320 1.82570 -4.02480
C 0.37470 3.07280 -3.70580
C 0.62040 4.12530 -4.56520
S 0.90060 0.58040 -2.79220
O 1.44770 -0.67840 -3.19450
O 1.60620 1.10040 -1.58400
N -0.48210 0.25210 -1.99290
C -1.80180 0.21980 -2.40130
C -2.30560 0.27710 -3.68350
C -3.69600 0.29380 -3.88570
C -4.57470 0.25910 -2.83370
C -4.09580 0.16890 -1.50740
C -4.91700 0.13290 -0.36170
C -4.32710 0.09070 0.88000
C -2.93160 0.03330 0.98520
N -2.12840 0.02860 -0.06420
C -2.69430 0.12920 -1.29540
H 2.71830 5.01880 -6.99150
H 1.59010 6.04500 -6.07640
H 1.03060 5.10850 -7.45770
H 2.37410 2.50610 -6.96270
H 1.98230 0.61260 -5.40020
H -0.18330 3.20970 -2.79380
H 0.24230 5.10840 -4.33180
H -1.63050 0.32560 -4.52400
H -4.06930 0.34090 -4.89690
H -5.63980 0.31960 -2.99690
H -5.99130 0.15840 -0.47790
H -4.92620 0.10560 1.77520
H -2.44840 -0.01770 1.95290
F 0.02290 2.94060 -0.37290
B 0.59180 1.97040 0.30600
F 1.67550 2.27140 0.98310
C -1.57530 -3.49030 -1.61140
C -0.41140 -3.67480 -0.69090
O 0.23720 -2.68070 -0.30510
C -0.07790 -5.01990 -0.23610
C 0.98090 -5.18290 0.66890
C 1.36670 -6.43650 1.09090
C 0.69870 -7.56070 0.62260
C -0.36950 -7.41610 -0.25290
C -0.76400 -6.16270 -0.67680
H -1.68030 -2.43250 -1.84780
H -2.48480 -3.85280 -1.13340
H -1.44490 -4.04990 -2.53720
H 1.49440 -4.29450 1.00350
H 2.18860 -6.54610 1.78070
H 1.00480 -8.54530 0.94120
H -0.89380 -8.28970 -0.60460
H -1.59840 -6.07390 -1.35240